[1]
Formula: C70H70N14
Source: the Open Molecules 2025 dataset
Level of theory: the ωB97M-V functional and the def2-TZVPD basis

As for the calculated total energy: -94584.216 eV. The orbital gap comes out at 9.38 eV. The molecular weight comes out at 1107.4 g mol⁻¹. The calculation puts the energy relative to the best compared isomer or geometry (same formula, charge and spin) at 13.2 kJ/mol.

```
! RIJCOSX wB97M-V def2-TZVPD def2/J DEFGRID3
* xyz 0 1
N 1.34735 -2.86874 2.59109
C 0.86715 -1.96639 3.44260
C 1.65776 -1.18737 4.27620
C 3.02265 -1.47283 4.31194
C 3.53698 -2.45802 3.47387
C 2.64786 -3.08912 2.61130
H -0.18529 -1.69686 3.48737
H 1.19693 -0.52729 4.99669
H 3.66629 -0.99491 5.04205
H 4.57553 -2.72832 3.59642
H 3.08810 -3.86770 1.99600
N -2.29676 0.03233 3.60044
C -2.47964 -0.30309 2.31177
C -3.73902 -0.56928 1.80292
C -4.84402 -0.47736 2.65229
C -4.65788 -0.06516 3.95448
C -3.36212 0.20821 4.36992
H -1.61298 -0.43369 1.67681
H -3.88581 -0.91150 0.78622
H -5.81626 -0.72656 2.24733
H -5.49108 0.04165 4.63578
H -3.18319 0.51087 5.39517
N 2.35319 -1.57407 -4.83615
C 3.47286 -0.83488 -4.86864
C 3.54859 0.45165 -4.38801
C 2.43634 0.97836 -3.73576
C 1.27063 0.23374 -3.68449
C 1.28109 -1.04236 -4.26451
H 4.32331 -1.27136 -5.37726
H 4.44855 1.03663 -4.52398
H 2.40697 2.00044 -3.37530
H 0.38109 0.66352 -3.24210
H 0.36020 -1.61095 -4.19651
N 5.04433 -1.07257 0.25312
C 4.46109 -0.29070 -0.67418
C 3.92445 0.95369 -0.41765
C 4.14833 1.55263 0.81053
C 4.84413 0.80885 1.74800
C 5.21716 -0.49882 1.45093
H 4.34027 -0.70789 -1.66723
H 3.46762 1.48184 -1.24443
H 3.81768 2.54076 1.10266
H 5.12489 1.15470 2.73511
H 5.70185 -1.07253 2.22897
N -5.08622 6.51853 -0.51800
C -5.11894 5.41327 -1.24740
C -4.00901 4.57892 -1.47175
C -2.79053 5.04427 -1.02757
C -2.71925 6.25906 -0.35491
C -3.88056 6.97825 -0.15840
H -6.07824 5.07440 -1.62164
H -4.13763 3.58907 -1.88629
H -1.89785 4.43470 -1.12413
H -1.78510 6.60899 0.06638
H -3.79409 7.92717 0.35749
N -3.05708 -0.11703 -5.28784
C -2.99399 0.34847 -4.03354
C -2.61430 1.64572 -3.73985
C -2.43526 2.57400 -4.75017
C -2.51730 2.11649 -6.04831
C -2.88406 0.78743 -6.26674
H -3.26085 -0.34207 -3.24304
H -2.48366 1.96054 -2.71143
H -2.22645 3.60886 -4.51438
H -2.36677 2.77027 -6.89782
H -2.97914 0.37363 -7.26258
N 1.15068 6.37946 -5.28200
C 1.35925 5.09819 -5.62763
C 1.02796 4.00860 -4.85531
C 0.41878 4.22732 -3.61126
C 0.21617 5.54479 -3.20741
C 0.60581 6.55210 -4.07056
H 1.80348 5.01675 -6.61391
H 1.35113 3.01847 -5.14721
H 0.21774 3.41877 -2.91885
H -0.30099 5.74420 -2.27979
H 0.50186 7.59826 -3.80411
N -1.01742 0.43505 -0.97721
C -0.57958 -0.83095 -0.86225
C 0.46171 -1.20882 -0.03963
C 0.98942 -0.20570 0.77397
C 0.58658 1.11406 0.68684
C -0.46387 1.36392 -0.22062
H -0.99022 -1.48427 -1.62732
H 0.86288 -2.20851 -0.09317
H 1.93109 -0.44785 1.26110
H 1.09704 1.83944 1.30375
H -0.78157 2.38335 -0.41697
N -3.18867 -5.48990 1.11833
C -2.10864 -4.74091 0.93071
C -1.74703 -3.69084 1.78669
C -2.55388 -3.42181 2.86179
C -3.73740 -4.13963 3.02576
C -4.01843 -5.15127 2.12857
H -1.56901 -4.89055 0.00312
H -0.90141 -3.05929 1.55500
H -2.30805 -2.64481 3.57253
H -4.36444 -4.05452 3.90357
H -4.88643 -5.78480 2.25045
N 4.90098 -5.38844 -1.20897
C 4.29070 -4.35996 -0.59797
C 3.29424 -3.63028 -1.21213
C 2.88025 -3.97195 -2.49334
C 3.49947 -5.04176 -3.12091
C 4.55147 -5.68128 -2.44532
H 4.53570 -4.23085 0.44584
H 2.68249 -2.90486 -0.69212
H 2.07759 -3.41725 -2.95767
H 3.12933 -5.39203 -4.07473
H 4.98635 -6.52806 -2.96636
N -5.15442 -1.46834 -1.92845
C -6.43648 -1.39327 -1.60089
C -7.18721 -2.41548 -1.01298
C -6.50872 -3.58703 -0.74250
C -5.14686 -3.70126 -1.04448
C -4.52516 -2.61946 -1.63790
H -6.87958 -0.41070 -1.72887
H -8.22566 -2.27970 -0.75277
H -7.00444 -4.42846 -0.27320
H -4.58678 -4.61787 -0.92949
H -3.50957 -2.71853 -2.00481
N 0.57480 3.68401 6.08592
C 1.76204 4.26268 6.30800
C 2.93703 3.90276 5.64906
C 2.86677 2.88149 4.69251
C 1.64599 2.29036 4.43199
C 0.54433 2.74780 5.14286
H 1.85606 5.02096 7.07565
H 3.82291 4.51597 5.73521
H 3.74349 2.59196 4.12621
H 1.50136 1.58669 3.62389
H -0.43814 2.30862 4.99963
N 1.40743 -7.13963 3.10577
C 2.09738 -8.11636 2.50142
C 2.43543 -8.06578 1.15188
C 2.13174 -6.91790 0.44007
C 1.40884 -5.90349 1.05356
C 1.01843 -6.09337 2.37679
H 2.44554 -8.90450 3.15493
H 2.95846 -8.88119 0.67100
H 2.38742 -6.85740 -0.61035
H 1.09456 -5.06900 0.44152
H 0.38415 -5.38364 2.88969
N 0.29009 4.65289 0.26015
C 1.59643 4.70600 -0.04248
C 2.58470 4.96888 0.88816
C 2.21988 5.29371 2.18987
C 0.86630 5.20332 2.51624
C -0.05465 4.88112 1.53296
H 1.81896 4.53874 -1.08886
H 3.61563 4.94963 0.55701
H 2.92000 5.60068 2.95306
H 0.62768 5.37797 3.55764
H -1.11019 4.78192 1.75221
*
```

These are the Mulliken partial charges, in e, on atoms 1 to 2: N 0.60; C 0.35



[2]
Formula: C4H12N2O2
Source: the Open Molecules 2025 dataset
Level of theory: the ωB97M-V functional and the def2-TZVPD basis

As for the calculated total energy: -11416.613 eV. The orbital gap comes out at 9.38 eV. The SMILES is C[C@@H](N)CNC=O.O. The molecular weight comes out at 120.2 g mol⁻¹. The calculation puts the energy relative to the best compared isomer or geometry (same formula, charge and spin) at 251.2 kJ/mol.

```
! RIJCOSX wB97M-V def2-TZVPD def2/J DEFGRID3
* xyz 0 1
C 0.13760 -0.63276 -0.46025
N -0.99262 0.10601 -0.04949
C -2.23992 -0.37651 -0.39333
O -2.38406 -1.42976 -1.03012
C 1.35871 0.32532 -0.57231
C 2.09710 0.52210 0.71640
N 2.12462 -0.19702 -1.78870
H -0.10234 -0.95833 -1.39102
H 0.48977 -1.39691 0.17138
H -0.87218 0.50576 0.81380
H -2.87925 0.58114 -0.09683
H 0.93966 1.23936 -0.91430
H 1.54638 0.86903 1.54346
H 2.70337 -0.31447 0.99071
H 2.70216 1.43229 0.50732
H 3.01000 -0.64937 -1.56173
H 2.33421 0.68732 -2.21302
H -0.43727 1.99795 2.85544
H -1.43508 0.79724 3.16494
O -0.62147 1.03190 2.68688
*
```

These are the natural (NBO) partial charges, in e, on atoms 1 to 2: C -0.23; N -0.63



[3]
Formula: C5H7FIN2
Source: the Open Molecules 2025 dataset
Level of theory: the ωB97M-V functional and the def2-TZVPD basis

As for the calculated total energy: -19087.500 eV. The orbital gap comes out at 8.83 eV. The molecular weight comes out at 241.0 g mol⁻¹. The calculation puts the energy relative to the best compared isomer or geometry (same formula, charge and spin) at 0.0 kJ/mol.

```
! RIJCOSX wB97M-V def2-TZVPD def2/J DEFGRID3
* xyz 1 1
C -1.68914 1.07339 0.38021
C -1.42407 0.39745 1.55384
C -1.03538 0.73158 -0.78101
C -0.53972 -0.67264 1.50523
C -0.06889 -0.32184 -0.81541
N 0.12687 -0.92129 0.37360
N 0.48872 -0.72805 -1.93743
F 1.09489 -1.94261 0.50439
I 3.22272 0.42767 -0.26391
H -2.39802 1.92900 0.26236
H -1.95462 0.70404 2.50960
H -1.26416 1.12434 -1.75923
H -0.10525 -1.25143 2.21778
H 0.74871 -1.71457 -2.01510
H 4.25656 1.14999 0.84840
H 0.54079 0.01495 -2.58330
*
```

These are the natural (NBO) partial charges, in e, on atoms 1 to 2: C -0.10; C -0.24



[4]
Formula: C5H6NS3
Source: the Open Molecules 2025 dataset
Level of theory: the ωB97M-V functional and the def2-TZVPD basis

As for the calculated total energy: -39277.052 eV. The orbital gap comes out at 6.60 eV. The molecular weight comes out at 176.3 g mol⁻¹. The calculation puts the energy relative to the best compared isomer or geometry (same formula, charge and spin) at 91.8 kJ/mol.

```
! RIJCOSX wB97M-V def2-TZVPD def2/J DEFGRID3
* xyz -1 1
C -1.46237 1.27272 -2.30172
C -0.19779 1.46001 -2.19840
C -1.43501 -0.51133 0.01718
C 1.49250 -0.01861 1.59310
C 0.62691 -1.03164 0.79865
N -0.17838 -0.39188 -0.09938
S 1.39133 1.53331 -2.17552
S -2.37302 -1.54930 0.89003
S -2.48763 0.55387 -0.92722
H -2.16654 1.28984 -3.18501
H 2.26390 -0.61846 2.18115
H 2.09004 0.86315 1.17605
H 0.74477 0.55384 2.25472
H 1.42551 -1.63025 0.35170
H 0.26580 -1.77525 1.62467
*
```

These are the natural (NBO) partial charges, in e, on atoms 1 to 2: C -0.56; C -0.02



[5]
Formula: C2H11N2O
Source: the Open Molecules 2025 dataset
Level of theory: the ωB97M-V functional and the def2-TZVPD basis

As for the calculated total energy: -7273.123 eV. The orbital gap comes out at 10.99 eV. The molecular weight comes out at 79.1 g mol⁻¹. The calculation puts the energy relative to the best compared isomer or geometry (same formula, charge and spin) at 111.2 kJ/mol.

```
! RIJCOSX wB97M-V def2-TZVPD def2/J DEFGRID3
* xyz 1 1
C -2.02098 -1.24144 0.04211
N -1.40756 -0.04389 0.74629
H -2.66218 -1.84225 0.66876
H -2.59401 -0.96589 -0.85879
H -1.30311 -1.97783 -0.31421
H -2.14742 0.37373 1.30585
H -1.01810 0.67068 0.09587
H -0.65820 -0.48907 1.28112
N 0.58932 1.42829 -0.67611
C 1.47364 0.25378 -0.72770
O 1.47057 -0.44161 0.49565
H 0.50945 1.87899 0.23569
H 1.03556 2.18151 -1.19117
H 1.15464 -0.56901 -1.40586
H 2.44271 0.57448 -1.14113
H 2.16292 -0.17998 1.10632
*
```

These are the natural (NBO) partial charges, in e, on atoms 1 to 2: C -0.45; N -0.70



[6]
Formula: C4H8O
Source: the Open Molecules 2025 dataset
Level of theory: the ωB97M-V functional and the def2-TZVPD basis

As for the calculated total energy: -6323.572 eV. The orbital gap comes out at 10.54 eV. The SMILES is CC1(O)CC1. The molecular weight comes out at 72.1 g mol⁻¹. The calculation puts the energy relative to the best compared isomer or geometry (same formula, charge and spin) at 153.9 kJ/mol.

```
! RIJCOSX wB97M-V def2-TZVPD def2/J DEFGRID3
* xyz 0 1
C 0.23754 -0.22951 -1.55237
C -0.03294 -0.13493 -0.09813
C 1.01618 0.19539 0.97088
C -0.07097 1.20134 0.55706
H 1.20506 0.13376 -1.98238
H -0.61007 0.31606 -2.05974
H 0.22022 -1.34880 -1.82800
H -0.87747 -1.77863 0.00546
H 0.73005 -0.32540 1.93989
H 2.10886 0.28668 0.84394
H 0.45207 1.98948 0.01771
H -0.83237 1.37302 1.28264
O -1.16190 -0.85498 0.31448
*
```

These are the natural (NBO) partial charges, in e, on atoms 1 to 2: C -0.63; C 0.21



The records above give, respectively, HOMO values of -9.20; -9.13; -13.24; -3.73; -14.21; -9.55 eV.